# 1
11
Properties=species:S:1:pos:R:3:forces:R:3 method="wB97M-V/def2-TZVPD" multiplicity=1 largest_force_ha_per_bohr=0.043 e_tot_ev=-5279.3813 de_lowest_kcal_mol=41.92 homo_energy_ev=-8.7
C -0.291856 -0.339866 -1.025840 -0.9950 -0.3204 1.9281
C 0.473151 -1.288692 -0.224774 1.6273 -0.7023 -0.6652
C 1.214528 -1.003150 0.846762 -0.7963 -0.4914 0.3323
C -1.049000 1.885032 0.068097 -0.2649 0.2016 0.6335
C -0.689563 0.718655 -0.366412 -0.3790 1.0346 -1.7011
H -0.766968 -0.687811 -1.933319 0.3344 0.4504 -0.3070
H 0.619373 -2.246617 -0.710423 0.0501 -0.1971 0.1362
H 1.857837 -1.738628 1.300443 0.0150 -0.2244 -0.0228
H 1.050338 -0.113497 1.431877 0.2598 0.4909 -0.1960
H -2.005949 2.058519 0.537056 -0.1574 -0.2628 0.2593
H -0.411891 2.756052 0.076535 0.3060 0.0209 -0.3974

---

# 2
58
Properties=species:S:1:pos:R:3:forces:R:3 method="wB97M-V/def2-TZVPD" s2=0.754 multiplicity=2 largest_force_ha_per_bohr=0.024 e_tot_ev=-185716.8854 de_lowest_kcal_mol=0.00 homo_energy_ev="-8.7 / -8.6"
Ir -0.057299 0.048517 -2.064936 0.1147 -1.1983 0.2022
Br 2.016706 -1.249527 -1.562279 0.1198 0.3318 0.0395
C 3.157855 0.078729 -2.348281 -0.0970 -0.0247 -0.0482
C 4.448171 -0.217518 -2.639331 0.0869 0.0485 -0.0101
C 5.264632 0.822851 -3.141475 -0.0299 -0.0133 0.0250
C 4.764307 2.084170 -3.284371 -0.0046 0.0093 0.0022
C 3.415323 2.385396 -2.964430 0.0243 0.1349 -0.0082
C 2.887766 3.698957 -3.058416 -0.0136 -0.0620 0.0354
C 1.595389 3.949105 -2.697073 0.1127 0.0046 0.0096
C 0.744856 2.899607 -2.283695 -0.0423 -0.0936 0.0641
C 1.195854 1.609977 -2.224339 -0.2745 0.1201 -0.7961
C 2.564643 1.346272 -2.524149 0.0220 -0.0311 0.2611
H 4.850448 -1.208889 -2.483546 -0.0049 0.0015 0.0096
H 6.296037 0.609738 -3.386923 -0.0048 0.0003 -0.0108
H 5.401581 2.884565 -3.639661 -0.0068 -0.0004 -0.0017
H 3.529615 4.497822 -3.408216 0.0042 -0.0090 -0.0041
H 1.198451 4.953664 -2.764562 0.0098 0.0060 0.0371
H -0.285868 3.118965 -2.032740 -0.0370 -0.0128 -0.1204
O -0.398722 0.455818 -0.254765 0.2689 0.0516 0.2696
Si -0.977975 -0.345228 1.080649 -0.2072 0.0361 0.0435
C -0.540464 -2.157863 1.009413 0.0747 -0.0312 -0.0831
C -1.473761 -3.111405 0.596263 0.0318 0.0047 -0.0062
C -1.127945 -4.452355 0.500256 0.0005 0.0130 -0.0052
C 0.161657 -4.860876 0.808234 -0.0058 0.0045 -0.0044
C 1.106087 -3.928937 1.219235 -0.0019 0.0226 -0.0066
C 0.754425 -2.590185 1.320665 -0.0426 -0.0304 0.0423
C -0.135608 0.430004 2.552552 0.0243 0.0786 0.0018
C 0.024500 -0.266216 3.753049 -0.0140 0.0269 -0.0007
C 0.596224 0.342169 4.862469 0.0020 0.0022 -0.0135
C 1.024306 1.660099 4.785620 -0.0067 -0.0143 -0.0027
C 0.879583 2.366698 3.599489 -0.0070 -0.0105 -0.0163
C 0.303216 1.755975 2.494715 0.0089 -0.0242 0.0137
C -2.826550 -0.122082 1.144527 -0.0309 0.0224 -0.0175
C -3.546685 -0.516522 2.275972 0.0022 0.0150 -0.0106
C -4.922768 -0.360071 2.337718 0.0064 -0.0002 -0.0081
C -5.604215 0.197816 1.263045 0.0078 -0.0038 0.0034
C -4.907031 0.594210 0.131783 0.0200 -0.0067 0.0059
C -3.527595 0.435588 0.073473 -0.0117 -0.0464 0.0238
H -2.478847 -2.800463 0.336689 0.0028 0.0006 0.0036
H -1.864099 -5.177623 0.177964 0.0038 0.0043 -0.0019
H 0.431469 -5.906666 0.730554 -0.0006 0.0032 0.0012
H 2.111792 -4.246451 1.465971 -0.0064 -0.0001 0.0054
H 1.493027 -1.872471 1.663160 -0.0022 0.0049 -0.0053
H -0.294462 -1.300822 3.824270 0.0007 -0.0037 -0.0021
H 0.711347 -0.213251 5.784806 0.0010 0.0025 -0.0030
H 1.472682 2.135525 5.648892 -0.0004 -0.0016 -0.0021
H 1.216523 3.393912 3.535940 -0.0024 -0.0069 0.0000
H 0.199257 2.313233 1.569964 0.0044 -0.0101 0.0065
H -3.026799 -0.949610 3.124940 -0.0008 0.0060 0.0031
H -5.464857 -0.670650 3.222091 0.0031 0.0025 -0.0031
H -6.678810 0.322512 1.309543 0.0037 -0.0026 -0.0008
H -5.436106 1.025467 -0.708865 0.0066 -0.0022 0.0039
H -2.997317 0.738987 -0.821125 -0.0024 0.0093 -0.0051
O -2.531504 -1.542710 -4.877359 0.0852 0.0568 0.0700
Se -1.574454 -1.051553 -3.714506 -0.1744 0.3392 -0.0394
O 0.067570 -0.708857 -4.021544 0.0505 0.0820 0.2075
O -1.808869 0.518121 -3.017684 0.0592 0.2794 -0.0360
O -1.396685 -1.845670 -2.279641 -0.1298 -0.0854 -0.1178